A | C34H32ClN3O7PReS2 as an isolated structure, computed with the ωB97M-V functional and the def2-TZVPD basis.

Summary:
- E_HOMO (spin up / spin down) (hartree) = -0.402 / -0.401
- multiplicity = 2
- LUMO level (spin up / spin down) (Eh) = -0.16399 / -0.15588
- total charge = +1
- frontier orbital gap (spin up / spin down) (hartree) = 0.238 / 0.245

CARTESIAN COORDINATES (ANGSTROEM)
Re  -0.98672  0.04797  -0.60577
C  0.46940  -0.77039  4.60942
O  0.44452  -2.19037  4.74344
C  1.37677  -2.96730  4.14491
C  1.65902  -4.16843  4.79957
C  2.53793  -5.08432  4.25901
C  3.17053  -4.82737  3.04543
C  2.90206  -3.64547  2.38873
C  2.01144  -2.71359  2.92265
N  1.73583  -1.54124  2.14277
C  0.74305  -1.47799  1.24784
N  -0.09792  -2.50992  1.18360
C  -1.04295  -2.83740  0.18940
C  -1.47007  -1.91577  -0.76914
C  -2.32976  -2.36031  -1.78173
C  -2.74595  -3.67863  -1.82740
C  -2.32455  -4.57764  -0.86125
C  -1.49229  -4.16630  0.15917
O  -1.08172  -5.09350  1.08290
C  -1.49851  -4.88682  2.44098
N  0.60443  -0.37561  0.46696
C  1.76166  0.49266  0.34246
C  2.58316  0.32733  -0.76753
C  3.74489  1.06742  -0.89399
C  4.09221  1.97480  0.09864
C  3.27500  2.15184  1.20458
C  2.10332  1.41768  1.33453
O  1.39905  1.53602  2.49965
C  0.07637  2.07972  2.41355
H  -0.09076  -0.38742  5.45843
H  -0.01397  -0.44449  3.69109
H  1.48815  -0.38395  4.64845
H  1.16296  -4.35105  5.74335
H  2.73684  -6.00566  4.78980
H  3.86146  -5.54063  2.62000
H  3.37242  -3.42027  1.43921
H  2.29801  -0.71285  2.26550
H  0.12517  -3.25665  1.82914
H  -2.68041  -1.66744  -2.53365
H  -3.40772  -4.00668  -2.61742
H  -2.63844  -5.61294  -0.87200
H  -1.76411  -5.86017  2.84623
H  -2.36444  -4.22617  2.49053
H  -0.68914  -4.48866  3.05730
H  2.30159  -0.38265  -1.53616
H  4.36742  0.93831  -1.76911
H  5.00303  2.55203  0.01121
H  3.53367  2.84800  1.99163
H  -0.10052  2.63003  3.33532
H  -0.65552  1.28180  2.33348
H  -0.01250  2.76145  1.56429
S  2.06251  1.78477  -4.08184
P  0.26121  1.95475  -3.41972
S  -0.35579  0.02845  -2.73158
C  -1.00726  2.39261  -4.62756
C  -2.30576  1.89096  -4.57332
C  -3.25081  2.31315  -5.49506
C  -2.90385  3.23813  -6.47073
C  -1.61022  3.73920  -6.52737
C  -0.66028  3.31712  -5.60990
C  0.05576  3.12220  -2.05155
C  1.20164  3.55336  -1.37990
C  1.10777  4.55909  -0.43114
C  -0.12286  5.14001  -0.15091
C  -1.26583  4.70582  -0.80955
C  -1.17997  3.69874  -1.75914
H  -2.59132  1.17330  -3.81275
H  -4.25661  1.91731  -5.45362
H  -3.64096  3.56447  -7.19205
H  -1.33820  4.45426  -7.29178
H  0.35580  3.68903  -5.66317
H  2.16138  3.12579  -1.63976
H  2.00033  4.90354  0.07464
H  -0.18991  5.93982  0.57539
H  -2.22422  5.15726  -0.59317
H  -2.07376  3.38563  -2.29364
O  -2.56460  2.44635  0.72399
Cl  -3.20047  1.19943  0.53721
O  -2.38755  0.11280  1.16674
O  -4.54315  1.14892  0.89912
O  -2.98639  0.77274  -0.91791

***

B | C34H32ClN3O7PReS2 as an isolated structure, computed with the ωB97M-V functional and the def2-TZVPD basis.

Summary:
- E_HOMO (spin up / spin down) (hartree) = -0.396 / -0.397
- multiplicity = 2
- LUMO level (spin up / spin down) (Eh) = -0.15764 / -0.15051
- total charge = +1
- frontier orbital gap (spin up / spin down) (hartree) = 0.238 / 0.247

CARTESIAN COORDINATES (ANGSTROEM)
Re  -1.42879  1.22121  -0.45054
C  3.13391  -0.15456  -4.58077
O  4.02150  -0.56132  -3.53509
C  3.73450  -1.80195  -3.02741
C  4.45311  -2.91502  -3.43177
C  4.18032  -4.15307  -2.86974
C  3.20415  -4.27927  -1.89147
C  2.50118  -3.16440  -1.46153
C  2.75719  -1.92863  -2.04080
N  2.11423  -0.73356  -1.61611
C  0.79746  -0.54861  -1.46157
N  -0.04011  -1.50182  -1.83587
C  -1.44884  -1.53145  -1.75555
C  -2.20758  -0.50236  -1.22803
C  -3.60584  -0.66292  -1.25673
C  -4.18525  -1.80812  -1.75548
C  -3.40299  -2.84043  -2.27846
C  -2.03240  -2.69884  -2.28284
O  -1.14421  -3.61265  -2.76811
C  -1.66830  -4.83005  -3.28626
N  0.35805  0.62943  -0.93863
C  1.36772  1.62619  -0.66632
C  1.81927  1.81745  0.62874
C  2.72884  2.82804  0.89813
C  3.17082  3.63544  -0.13762
C  2.72649  3.44990  -1.44113
C  1.81659  2.43593  -1.71625
O  1.30709  2.14705  -2.93752
C  1.67159  2.99828  -4.01864
H  3.50830  0.79710  -4.94872
H  2.11554  -0.02631  -4.20313
H  3.14123  -0.88733  -5.38996
H  5.22079  -2.79073  -4.18305
H  4.74062  -5.02073  -3.18868
H  3.00534  -5.24246  -1.44317
H  1.77464  -3.25209  -0.66377
H  2.70335  0.07589  -1.47205
H  0.36749  -2.32600  -2.26304
H  -4.24000  0.12264  -0.86454
H  -5.26180  -1.91266  -1.75614
H  -3.86962  -3.72832  -2.67599
H  -2.31222  -4.63698  -4.14559
H  -2.22597  -5.36828  -2.51829
H  -0.80943  -5.41633  -3.59829
H  1.44014  1.18506  1.42271
H  3.07628  2.98780  1.90868
H  3.87307  4.43278  0.06421
H  3.08416  4.09806  -2.22646
H  1.14748  2.61492  -4.88918
H  2.74895  2.97009  -4.19438
H  1.35296  4.02418  -3.82378
S  -1.38446  3.53955  2.85504
P  -1.53034  1.67326  3.22476
S  -1.63687  0.28239  1.53703
C  -0.12375  0.94174  4.09742
C  0.04185  -0.43915  4.21052
C  1.11812  -0.95439  4.91172
C  2.03381  -0.09546  5.50954
C  1.86942  1.27637  5.40582
C  0.79305  1.79735  4.70103
C  -3.01968  1.14164  4.08138
C  -2.97602  0.66322  5.38577
C  -4.15654  0.34043  6.04095
C  -5.37317  0.48979  5.39564
C  -5.41868  0.97014  4.09115
C  -4.24667  1.29763  3.43606
H  -0.67269  -1.12092  3.76557
H  1.24006  -2.02539  4.99907
H  2.87235  -0.49944  6.06062
H  2.57664  1.94619  5.87633
H  0.66017  2.86760  4.60731
H  -2.02941  0.54595  5.89717
H  -4.12364  -0.02743  7.05749
H  -6.29145  0.23660  5.90822
H  -6.36923  1.09293  3.59053
H  -4.28270  1.68902  2.42570
O  -2.73000  4.76781  -1.31338
Cl  -2.18671  3.53013  -0.98267
O  -1.89306  2.63006  -2.15741
O  -0.92973  3.54876  -0.22998
O  -3.11168  2.63344  -0.19240

***

Most stable to least stable: A, B